(1)
{"formula": "C30H84O18", "method": "the ωB97M-V functional and the def2-TZVPD basis", "elements": ["C", "C", "O", "O", "H", "H", "H", "H", "H", "H", "C", "C", "O", "O", "H", "H", "H", "H", "H", "H", "C", "C", "O", "O", "H", "H", "H", "H", "H", "H", "C", "C", "O", "O", "H", "H", "H", "H", "H", "H", "C", "C", "O", "O", "H", "H", "H", "H", "H", "H", "C", "C", "O", "O", "H", "H", "H", "H", "H", "H", "C", "C", "C", "O", "H", "H", "H", "H", "H", "H", "H", "H", "C", "C", "C", "O", "H", "H", "H", "H", "H", "H", "H", "H", "C", "C", "C", "O", "H", "H", "H", "H", "H", "H", "H", "H", "C", "C", "C", "O", "H", "H", "H", "H", "H", "H", "H", "H", "C", "C", "C", "O", "H", "H", "H", "H", "H", "H", "H", "H", "C", "C", "C", "O", "H", "H", "H", "H", "H", "H", "H", "H"], "coordinates": [[-2.10879, 4.70313, -2.13769], [-1.13846, 5.93821, -1.94649], [-0.75802, 6.06603, -0.56993], [-3.13615, 5.00894, -1.18320], [-1.80001, 3.69869, -1.84810], [-2.63326, 4.64571, -3.09149], [-1.52103, 6.95000, -2.08075], [-0.25049, 5.86901, -2.57483], [-1.58993, 6.15162, -0.09856], [-3.85928, 4.37873, -1.22220], [0.36492, 0.60692, -0.48079], [-0.22801, -0.83728, -0.42302], [-0.85590, -0.98978, 0.90004], [-0.49745, 1.64046, -0.71139], [1.12159, 0.53840, -1.26236], [0.86992, 0.69353, 0.48127], [0.53275, -1.61756, -0.44564], [-0.96488, -0.92013, -1.22193], [-1.76532, -0.68421, 0.93448], [-0.21141, 2.35182, -0.13367], [-2.20997, 4.27227, 3.01634], [-2.28280, 2.89605, 2.36408], [-3.58744, 2.64986, 1.92961], [-2.43229, 5.32057, 2.07990], [-1.19074, 4.42642, 3.37062], [-2.95618, 4.31902, 3.80949], [-1.85667, 2.03213, 2.87412], [-1.66437, 2.93306, 1.46727], [-3.98391, 1.98278, 2.49478], [-3.04269, 4.94330, 1.44219], [2.01525, 3.94800, 1.22867], [2.06827, 5.49009, 1.35454], [2.07865, 6.02046, -0.00156], [0.72668, 3.54836, 0.81803], [2.35667, 3.64811, 2.21943], [2.65477, 3.68984, 0.38459], [2.99311, 5.78815, 1.84844], [1.32953, 5.98948, 1.98142], [1.23396, 6.40384, -0.24880], [0.28229, 4.28086, 0.38494], [-5.16743, 0.59862, -1.16029], [-3.68901, 0.59073, -0.60479], [-3.51684, 0.12746, 0.73241], [-5.15464, 1.10562, -2.48017], [-5.80132, 1.27221, -0.58362], [-5.69826, -0.34597, -1.04166], [-3.32877, 1.61363, -0.71439], [-3.08613, -0.11037, -1.18193], [-3.69728, 0.86706, 1.31725], [-5.87434, 0.75609, -3.01070], [-4.62123, -3.18377, 2.11173], [-5.96874, -2.50876, 2.17367], [-5.96871, -1.12499, 2.35194], [-3.74798, -2.67946, 1.05748], [-4.69728, -4.26623, 2.00868], [-4.05137, -2.96135, 3.01389], [-6.60414, -2.95554, 2.93836], [-6.49721, -2.63033, 1.22814], [-6.86242, -0.86892, 2.59133], [-3.71796, -1.72246, 1.12713], [2.14939, -2.95077, -3.72038], [2.08477, -1.46388, -3.55895], [3.38557, -0.67878, -3.24600], [1.42517, -0.75264, -4.64140], [1.20707, -3.49801, -3.74604], [2.87768, -3.45457, -3.08487], [2.60829, -3.16566, -4.68544], [1.43825, -1.31721, -2.69373], [3.51992, 0.11340, -3.98254], [4.27973, -1.29860, -3.17964], [3.27980, -0.36661, -2.20703], [2.17299, -0.51595, -5.19488], [-2.40118, 0.59062, -6.19426], [-2.02116, 0.47261, -4.72805], [-1.79176, -0.89792, -4.25143], [-0.82443, 1.15259, -4.48595], [-1.74461, 0.14890, -6.94385], [-2.39650, 1.63935, -6.49131], [-3.40790, 0.18031, -6.27336], [-2.73602, 0.94400, -4.05361], [-1.23134, -1.50389, -4.96336], [-2.79540, -1.31901, -4.19250], [-1.28642, -0.94627, -3.28686], [-0.07533, 0.63043, -4.78224], [3.95247, 0.84426, 4.50433], [3.29771, -0.40572, 3.98175], [1.89236, -0.12126, 3.39737], [4.01367, -0.78556, 2.83057], [5.03263, 0.71111, 4.44421], [3.65397, 0.89641, 5.55136], [3.68492, 1.78346, 4.02016], [3.40261, -1.25441, 4.65764], [1.26344, -0.09399, 4.28721], [1.69575, -0.90803, 2.66905], [1.78049, 0.84567, 2.90681], [4.90019, -0.97106, 3.14878], [6.00952, 1.52721, 1.66715], [5.73363, 2.26947, 0.32734], [4.59263, 1.59309, -0.43682], [5.41374, 3.55462, 0.60314], [6.45250, 2.16669, 2.43065], [6.52492, 0.57247, 1.56260], [5.00350, 1.34859, 2.04678], [6.55506, 2.32591, -0.38692], [4.84252, 0.57127, -0.72236], [4.45232, 2.04494, -1.41878], [3.66113, 1.71214, 0.11657], [4.66110, 3.86451, 0.09413], [2.40945, -5.62021, -0.87885], [2.98264, -5.18552, 0.50123], [2.49933, -3.78762, 0.72705], [2.29567, -6.01151, 1.45878], [3.06615, -5.20559, -1.64366], [1.50244, -5.07931, -1.14879], [2.35016, -6.69876, -1.02489], [4.07070, -5.12053, 0.50230], [1.44077, -3.62217, 0.52662], [2.91405, -3.22832, -0.11157], [2.81965, -3.36871, 1.68100], [1.35743, -5.91687, 1.27889], [-1.23656, -6.78706, 2.36442], [-1.39446, -5.60213, 1.51785], [-1.19231, -4.22301, 2.28072], [-0.39365, -5.67613, 0.47278], [-1.81845, -6.58083, 3.26273], [-0.23477, -7.08382, 2.67502], [-1.66068, -7.53247, 1.69167], [-2.42067, -5.62843, 1.15137], [-1.19868, -3.42554, 1.53768], [-0.25917, -4.21305, 2.84396], [-1.92575, -4.08965, 3.07595], [-0.51442, -6.49474, -0.01394]], "lowdin_spin": [0.0063, 0.0034, 0.0031, 0.0297, 0.0013, 0.0023, 0.0006, 0.0003, 0.0012, 0.0106, 0.0007, 0.0010, 0.0089, 0.0016, 0.0001, 0.0002, 0.0001, 0.0004, 0.0022, 0.0003, 0.0289, 0.0467, 0.1383, 0.0151, 0.0037, 0.0109, 0.0227, 0.0025, 0.0662, 0.0057, 0.0008, 0.0026, 0.0007, 0.0010, 0.0006, 0.0001, 0.0002, 0.0014, 0.0002, 0.0004, 0.0439, 0.0143, 0.0411, 0.0263, 0.0267, 0.0088, 0.0044, 0.0010, 0.0135, 0.0041, 0.0251, 0.0563, 0.1694, 0.0067, 0.0025, 0.0097, 0.0146, 0.0110, 0.0593, 0.0027, 0.0002, 0.0000, 0.0001, 0.0001, 0.0002, 0.0000, 0.0000, 0.0000, 0.0000, 0.0000, 0.0000, 0.0000, 0.0016, 0.0007, 0.0016, 0.0003, 0.0000, 0.0003, 0.0008, 0.0008, 0.0001, 0.0016, 0.0001, 0.0000, 0.0016, 0.0006, 0.0042, 0.0002, 0.0001, 0.0005, 0.0004, 0.0001, 0.0053, 0.0001, 0.0004, 0.0001, 0.0001, 0.0001, 0.0001, 0.0001, 0.0000, 0.0001, 0.0000, 0.0000, 0.0000, 0.0001, 0.0000, 0.0000, 0.0002, 0.0001, 0.0001, 0.0001, 0.0000, 0.0000, 0.0001, 0.0000, 0.0001, 0.0000, 0.0000, 0.0000, 0.0014, 0.0012, 0.0037, 0.0016, 0.0006, 0.0000, 0.0003, 0.0008, 0.0004, 0.0004, 0.0015, 0.0002], "gap_ev": [1.6, 9.1], "homo_energy_ev": [0.4, -7.0], "de_lowest_ev": 2.3333, "e_lumo_ev": [2.05, 2.04], "total_charge": -1, "spin_multiplicity": 2}



(2)
{"formula": "C26H44BCl3N2O6P2SV", "method": "the ωB97M-V functional and the def2-TZVPD basis", "elements": ["V", "C", "C", "C", "C", "P", "C", "N", "B", "N", "C", "P", "C", "C", "C", "C", "C", "C", "C", "C", "C", "C", "C", "C", "C", "C", "C", "C", "C", "C", "H", "H", "H", "H", "H", "H", "H", "H", "H", "H", "H", "H", "H", "H", "H", "H", "H", "H", "H", "H", "H", "H", "H", "H", "H", "H", "H", "H", "H", "H", "H", "H", "H", "H", "H", "H", "H", "H", "H", "H", "H", "H", "H", "H", "O", "S", "O", "O", "O", "Cl", "C", "Cl", "Cl", "C", "O", "O"], "coordinates": [[-1.13256, 0.04832, -0.00600], [1.14701, -1.77826, -4.28890], [0.16002, -1.71386, -3.11406], [0.79290, -2.51634, -1.97030], [-1.15339, -2.39489, -3.51309], [-0.22917, 0.01924, -2.49300], [1.43659, 0.81210, -2.43400], [1.91963, 0.52919, -1.10976], [1.05591, 0.18113, 0.00396], [1.96037, 0.25170, 1.13428], [1.52211, 0.27671, 2.50417], [-0.21863, -0.34876, 2.46940], [-1.05549, 0.61806, 3.84616], [-2.36428, -0.05193, 4.27618], [-1.41557, 1.96487, 3.20515], [-0.20297, 0.86946, 5.09748], [-0.00053, -2.14138, 2.98435], [0.96130, -2.76243, 1.96209], [0.59784, -2.30143, 4.38508], [-1.31153, -2.93678, 2.93700], [3.22295, 0.63678, 0.73006], [4.37854, 0.87108, 1.45251], [5.52097, 1.26617, 0.75725], [5.49823, 1.43019, -0.62047], [4.33288, 1.20739, -1.35377], [3.19880, 0.80509, -0.67169], [-1.11456, 1.03039, -3.81613], [-2.58736, 0.62512, -3.94244], [-1.06207, 2.48329, -3.31105], [-0.47715, 0.99361, -5.20782], [1.18547, -2.81304, -4.64158], [2.15787, -1.51327, -3.97444], [0.87590, -1.15358, -5.13461], [1.03940, -3.50923, -2.36069], [0.09828, -2.63406, -1.14397], [1.71532, -2.05729, -1.61215], [-0.97658, -3.47026, -3.60544], [-1.51065, -2.03624, -4.47890], [-1.93445, -2.23773, -2.76814], [1.33029, 1.89024, -2.58544], [2.10742, 0.43111, -3.20828], [1.54021, 1.29951, 2.89402], [2.16227, -0.33346, 3.15022], [-2.98072, -0.31798, 3.41722], [-2.92227, 0.65557, 4.89694], [-2.18414, -0.94359, 4.87785], [-2.15017, 1.81537, 2.41212], [-0.55613, 2.48576, 2.77827], [-1.86590, 2.61385, 3.96121], [-0.07390, -0.02989, 5.69495], [-0.71958, 1.60566, 5.72066], [0.78359, 1.27787, 4.87860], [1.97738, -2.37266, 2.05411], [0.61502, -2.59407, 0.94527], [0.99882, -3.84211, 2.13346], [1.46850, -1.66907, 4.56210], [0.91430, -3.34138, 4.51148], [-0.14116, -2.09188, 5.15794], [-1.66546, -3.04057, 1.92060], [-2.10280, -2.49531, 3.53686], [-1.10752, -3.93671, 3.33505], [4.39245, 0.75929, 2.52973], [6.43627, 1.45644, 1.30362], [6.39586, 1.74742, -1.13650], [4.31268, 1.35814, -2.42610], [-3.08876, 0.59217, -2.98039], [-2.70454, -0.34822, -4.41511], [-3.08920, 1.36249, -4.57576], [-1.19836, 2.54693, -2.23339], [-1.86445, 3.05416, -3.78142], [-0.11751, 2.96789, -3.56225], [-0.65136, 0.04353, -5.71265], [0.59718, 1.19062, -5.18318], [-0.93914, 1.77403, -5.82084], [-4.03146, -2.53262, 0.20117], [-3.05613, -1.50193, 0.02138], [-2.93896, -0.50018, 1.14580], [-1.61894, -2.00121, -0.06630], [-3.17435, -0.65169, -1.19274], [-3.68761, 2.31983, -0.50805], [-2.71376, 3.69490, -0.01056], [-2.74137, 4.93593, -1.29539], [-3.41237, 4.40347, 1.46721], [-1.19882, 3.32807, 0.27862], [-0.50674, 4.25380, 0.66309], [-0.86004, 2.13135, 0.07208]], "lowdin_spin": [2.0247, -0.0010, -0.0014, 0.0003, -0.0004, -0.0189, -0.0001, -0.0059, -0.0491, -0.0052, -0.0008, -0.0224, -0.0046, -0.0001, 0.0009, -0.0017, -0.0032, 0.0000, -0.0016, -0.0002, -0.0022, 0.0014, 0.0014, 0.0014, 0.0014, -0.0023, -0.0056, -0.0001, -0.0001, -0.0019, -0.0001, 0.0000, 0.0000, -0.0001, 0.0008, -0.0004, 0.0000, 0.0000, -0.0002, 0.0001, -0.0002, 0.0001, -0.0002, 0.0000, 0.0000, 0.0000, 0.0008, 0.0000, 0.0001, 0.0000, -0.0004, -0.0001, 0.0000, 0.0002, -0.0001, -0.0001, -0.0003, 0.0000, 0.0000, 0.0000, 0.0001, 0.0001, 0.0000, 0.0000, 0.0001, 0.0001, 0.0000, 0.0000, 0.0002, 0.0000, 0.0000, 0.0000, -0.0001, -0.0005, 0.0012, 0.0091, -0.0012, 0.0218, 0.0002, 0.0038, 0.0017, 0.0006, 0.0009, 0.0079, 0.0116, 0.0397], "gap_ev": [7.8, 7.9], "homo_energy_ev": [-5.3, -5.4], "de_lowest_ev": 0.0000, "e_lumo_ev": [2.51, 2.51], "total_charge": -1, "spin_multiplicity": 3}